(1)
Computed, not measured: C8H12CrF12O15S4 as an isolated structure, with ωB97M-V/def2-TZVPD.

Calculated values
**Total charge**: -2
**2S+1**: 5
**HOMO energy (spin up / spin down)**: -2.51 / -3.87 eV
**ΔE to the lowest compared entry with this formula, charge and spin**: 138.3 kJ/mol

CARTESIAN COORDINATES (ANGSTROEM)
F 27.60585 11.30644 -15.86253
S 23.41942 11.19439 -18.88470
O 24.22641 13.74332 -13.87164
F 25.42401 9.46656 -18.70227
H 20.62158 8.05410 -15.29621
O 24.83671 13.45946 -16.48101
O 25.26770 8.62868 -14.81838
C 20.93052 8.52536 -16.23399
C 27.39079 10.01656 -15.62632
F 27.66344 14.65763 -16.20525
O 24.50141 15.05939 -18.24338
C 22.15544 13.20974 -12.69872
H 20.11891 8.38815 -16.95235
F 27.30251 13.93701 -18.21901
O 24.88599 15.81348 -15.89231
S 20.98567 14.37005 -16.56813
F 26.01636 11.47236 -19.14633
O 22.10567 13.52165 -16.16766
O 20.65448 15.33989 -15.53205
C 21.27323 10.01212 -16.05190
O 21.02077 14.89598 -17.90095
H 21.67816 14.17288 -12.90590
O 26.51493 9.91383 -13.12896
H 21.02084 11.99155 -13.65702
C 19.54242 13.13730 -16.66449
F 27.14931 9.37283 -16.74481
O 22.51793 10.10516 -19.27440
S 25.09492 14.83458 -16.94555
C 25.09002 10.55640 -19.41273
H 24.22670 12.62321 -12.12152
H 24.76599 14.52794 -13.74919
F 25.10754 10.20109 -20.69354
C 23.66258 13.43825 -12.57888
H 23.82743 14.33201 -11.97001
H 21.26745 10.38917 -17.07338
H 20.51671 10.52672 -15.46038
F 18.46762 13.74608 -17.19025
H 22.91923 9.19528 -15.40989
F 28.46701 9.52216 -15.03222
S 25.89987 9.89353 -14.45116
C 26.96003 14.86521 -17.32287
O 23.50094 11.34949 -17.42596
Cr 23.46437 12.14124 -15.45963
F 27.30043 16.05241 -17.84137
O 21.93771 12.26815 -13.73875
O 23.19789 12.42437 -19.60692
O 25.06569 11.07661 -14.69590
O 22.54568 10.08260 -15.38784
F 19.25509 12.63652 -15.45049
H 21.73505 12.78494 -11.78000
F 19.86600 12.13197 -17.47558
H 21.76312 7.94515 -16.63576

=====

(2)
Computed, not measured: one molecule with the formula C8H12FN, with ωB97M-V/def2-TZVPD.

Calculated values
**HOMO energy**: -8.61 eV
**ΔE to the lowest compared entry with this formula, charge and spin**: 238.7 kJ/mol

CARTESIAN COORDINATES (ANGSTROEM)
N 0.28539 0.34071 -1.75382
H -1.79451 0.24287 2.91707
H -0.95377 -1.91944 0.35374
C -0.78113 -0.92879 -0.21716
H -0.28592 1.12844 3.64431
H 1.00413 2.33059 1.90283
C 0.18767 -0.85204 -1.15976
H -0.12853 -0.59946 2.85522
C 0.29907 1.98113 1.16057
H 1.33033 -2.20809 -2.64912
H -0.16197 -2.88541 -1.74267
C -0.64810 0.41813 2.75926
H -1.52710 1.08298 -0.38486
C -0.47177 0.94247 1.41369
C -1.40063 0.28135 0.40412
C 1.20798 0.86699 -2.40032
F 1.16381 2.14513 -2.83891
H 2.32408 0.46897 -2.64048
C 0.74173 -2.20847 -1.63828
H 1.39020 -2.79683 -0.91321
H -2.43364 0.04491 0.78397
H 0.65268 2.12386 0.14380

=====

(3)
Computed, not measured: an isolated ion of composition C8H12FN2 and charge +1, with ωB97M-V/def2-TZVPD.

Calculated values
**Total charge**: +1
**HOMO energy**: -13.06 eV
**ΔE to the lowest compared entry with this formula, charge and spin**: 247.4 kJ/mol

CARTESIAN COORDINATES (ANGSTROEM)
H 0.71704 1.45182 1.21302
H 0.82430 -0.11053 -1.55979
C 2.31929 -0.46005 0.08250
C 1.02449 -0.09480 -0.45346
C -2.55070 -0.23831 0.58418
C -1.14916 -2.11069 -0.39504
N -0.19837 0.01911 0.15124
H -0.95229 3.15798 -0.02864
C 2.45207 -0.54003 1.45350
C 0.27771 1.38517 0.22906
H 1.58117 -0.25670 1.99642
C -0.14318 2.56918 -0.46903
F -2.59484 1.11153 0.09443
H -1.93833 -2.76962 0.02139
H 3.39022 -0.86510 1.77241
H -0.39968 2.31231 -1.54064
H -0.18400 -2.55667 -0.16731
C -1.28735 -0.74560 0.15002
N -3.40547 -0.93243 1.10377
H 2.95990 -0.90868 -0.56960
H 0.81057 3.22855 -0.67778
H -1.14360 -2.12374 -1.54121
H -4.30048 -0.49154 1.28936

=====

(4)
Computed, not measured: C8H12FeN2P as an isolated structure, with ωB97M-V/def2-TZVPD.

Calculated values
**Total charge**: -1
**2S+1**: 5
**HOMO energy (spin up / spin down)**: -1.20 / -3.03 eV
**ΔE to the lowest compared entry with this formula, charge and spin**: 39.3 kJ/mol

CARTESIAN COORDINATES (ANGSTROEM)
Fe -1.75461 -0.95345 0.41784
C 1.23093 -1.75142 -1.02809
H 0.02760 -1.73738 2.98080
N -1.55922 0.66034 -0.08909
P -1.22380 -1.18199 2.58317
C 3.00060 -0.91286 0.23082
H -2.99555 3.56720 -0.52727
H 0.01025 0.78991 -1.48472
H -0.87355 3.02633 -2.16179
H -1.39127 -0.18285 3.57213
H -3.19870 1.40971 1.12535
C -2.38994 2.68239 -0.53108
H -2.16752 -2.14932 3.09430
C -2.53165 1.58507 0.29962
H 1.54377 -2.39414 1.12896
C 2.02486 -0.90812 -1.87351
H 0.28891 -2.22736 -1.29071
N -0.80805 1.23235 -1.06371
C 1.86939 -1.80122 0.27097
C 2.98079 -0.26561 -1.04224
H 1.87511 -0.74490 -2.93697
H 3.65811 0.53624 -1.35566
C -1.30362 2.43204 -1.37318
H 3.68718 -0.71095 1.05406

=====

(5)
Computed, not measured: C8H12InO6 as an isolated structure, with ωB97M-V/def2-TZVPD.

Calculated values
**Total charge**: +3
**HOMO energy**: -21.38 eV
**ΔE to the lowest compared entry with this formula, charge and spin**: 164.5 kJ/mol

CARTESIAN COORDINATES (ANGSTROEM)
C -0.24704 -2.37058 1.58828
H 3.13461 -1.72414 0.92485
In -0.99825 -2.03700 -4.49513
H 2.51970 -1.54389 2.54565
C -2.06665 3.53827 -0.59186
C -0.22051 0.87191 -1.63331
O 1.12074 -2.81357 -0.12703
C -0.60961 3.02223 -0.84897
H 0.08176 3.77991 -1.21779
C -0.06842 -2.92552 -0.54049
O -0.79408 2.08874 -1.94992
C 2.23353 -1.49783 1.49490
H -2.11076 4.41478 0.05458
C 1.21798 -2.59692 1.22929
O 0.20751 0.91238 -0.36199
C 0.11280 2.16704 0.32310
H -0.44990 -2.95742 2.48414
O -0.35649 -2.97162 -1.73313
H 1.55410 -3.52231 1.69702
O -0.89291 -2.84383 0.41940
O -0.26296 -0.16990 -2.32984
H -2.55516 3.66263 -1.55829
H 1.08881 2.56970 0.59398
H -0.45063 -1.30201 1.65759
H -2.70230 2.79109 -0.11671
H 1.91805 -0.48740 1.23489
H -0.40386 1.94526 1.25689

=====

(6)
Computed, not measured: C8H12InZr as an isolated structure, with ωB97M-V/def2-TZVPD.

Calculated values
**Total charge**: +3
**HOMO energy**: -19.16 eV

CARTESIAN COORDINATES (ANGSTROEM)
C 2.29856 0.88995 -0.68813
H 0.82267 -3.00788 0.29445
H 2.48242 -1.40091 -0.78332
H -0.70088 -2.41032 -0.47650
C 1.87400 -0.51779 -0.47916
H -1.58326 -0.72690 1.81540
C 1.47326 2.06650 -0.29835
Zr 4.74173 0.65447 0.17223
C -0.22761 0.42421 0.55326
C 0.55595 -0.77971 0.16289
H 1.82898 3.10150 -0.50986
H -4.40729 0.92275 -0.53034
H -1.90241 1.08579 1.79784
C 0.03503 -2.22051 0.36612
In -2.93480 -0.07199 -0.67271
H 3.29877 1.04152 -1.21372
H -0.53401 -2.37590 1.31448
H -2.00089 0.47106 -2.13846
C 0.19900 1.83763 0.34202
H -0.49367 2.64234 0.68769
C -1.58655 0.19443 1.18513
H -3.23899 -1.82023 -0.90092

=====

(7)
Computed, not measured: an isolated ion of composition C8H12N and charge +1, with ωB97M-V/def2-TZVPD.

Calculated values
**Total charge**: +1
**HOMO energy**: -13.80 eV
**ΔE to the lowest compared entry with this formula, charge and spin**: 153.5 kJ/mol

CARTESIAN COORDINATES (ANGSTROEM)
H -3.77822 1.90360 -0.52974
C -3.79874 0.86309 -0.51201
C -0.34281 -2.11836 -0.36768
H 0.48167 -2.51368 0.19989
H 2.31763 -0.39295 -1.26959
H -4.83506 0.50987 -0.60839
H 2.68981 -0.84411 0.31667
C -0.39918 -0.66737 0.03746
H -1.80495 -0.20457 1.75447
C -2.88021 0.12932 0.05606
H 3.00340 1.61319 0.95714
H 2.87557 1.74721 -0.68861
H -0.07331 -2.08518 -1.37435
H -1.36673 -2.41149 -0.15918
C 2.36801 1.31916 0.11995
H 0.42856 2.18866 -0.70109
C -1.76940 -0.21359 0.68752
C 2.12473 -0.18908 -0.22003
H 0.37096 2.01615 1.13238
N 0.68879 0.08814 0.02280
C 0.82197 1.54124 0.15168

=====

(8)
Computed, not measured: an isolated ion of composition C8H12N and charge +1, with ωB97M-V/def2-TZVPD.

Calculated values
**Total charge**: +1
**HOMO energy (spin up / spin down)**: -14.06 / -13.52 eV
**ΔE to the lowest compared entry with this formula, charge and spin**: 545.9 kJ/mol

CARTESIAN COORDINATES (ANGSTROEM)
H 1.88706 0.76363 1.29950
H 2.32223 -0.96236 -2.01992
C -1.62586 0.65922 0.19856
H 0.17579 0.35376 1.55085
H -0.56773 2.41420 0.57828
H 1.85912 -2.24151 -0.85028
H 3.05000 -0.84562 -0.36240
C 1.02406 -0.36169 -0.37555
C -1.23570 1.95506 -0.11770
C 1.14927 0.00428 1.16185
C -2.42289 -0.24998 0.76079
H -2.09197 2.65067 -0.23982
N -0.29416 -0.78404 -0.67589
C -0.93784 -1.71503 0.05594
C 2.20416 -1.19305 -0.97325
H -0.59193 -0.59608 -1.61223
H -0.85144 2.07852 -1.13252
H -3.39090 0.03143 1.34141
H 1.13265 0.56282 -0.91906
C -2.12282 -1.63878 0.53602
H 1.32890 -0.88543 1.79541

=====

(9)
Computed, not measured: one molecule with the formula C8H12N2, with ωB97M-V/def2-TZVPD.

Calculated values
**HOMO energy**: -8.70 eV
**ΔE to the lowest compared entry with this formula, charge and spin**: 357.0 kJ/mol

CARTESIAN COORDINATES (ANGSTROEM)
H 2.15893 2.10947 -0.09997
C -1.90822 -0.96060 -0.27177
H 0.43169 1.13221 -1.74264
H -2.73163 -1.39253 0.33318
C 0.47089 0.88678 -0.67352
H -0.80079 2.18723 0.63795
C -0.73255 1.08793 0.31413
H -1.67110 0.56829 -1.53103
H 1.60735 -1.94076 0.56857
C 1.76708 1.09031 -0.05147
C 2.45805 -0.00263 0.23012
C -1.93772 0.58445 -0.49020
C -0.55243 -0.06649 1.28744
H 3.42716 -0.12418 0.68683
H -1.78879 -1.42658 -1.26564
N 0.40381 -0.81746 -0.69599
H 2.37474 -1.56106 -0.99597
H -2.89650 1.11186 -0.43454
N -0.60251 -1.11020 0.36164
C 1.69902 -1.16817 -0.21284
H 0.20499 -0.05573 2.08649
H -1.38150 -0.13212 1.95923